(1)
Below is a structure of composition C7H11NPRu at a distorted geometry, with properties calculated with the ωB97M-V functional and the def2-TZVPD basis.

The geometry in XYZ format:
```
21
Properties=species:S:1:pos:R:3:forces:R:3
C -0.006 1.088 -0.848 -1.2 1.1 -0.9
C -0.350 1.811 -2.170 -0.3 -0.8 1.1
C -1.744 2.170 -2.119 -0.1 0.0 0.2
C -2.315 1.616 -0.946 0.9 -1.2 0.2
C -1.176 0.980 -0.151 0.1 0.7 0.0
Ru 0.686 -0.776 1.023 -1.0 4.4 -0.4
P 2.163 0.131 2.285 2.0 0.2 1.0
H 1.002 0.875 -0.417 -0.5 0.2 -0.8
H 0.349 1.838 -3.040 -0.8 0.4 0.9
H -2.313 2.824 -2.847 0.9 -1.3 0.8
H -1.168 0.638 0.926 -0.7 0.3 -1.1
H -3.386 1.370 -0.679 1.4 1.0 -0.5
H 1.749 0.842 3.433 0.6 0.2 0.1
H 3.154 1.014 1.726 -0.1 0.0 0.7
H 3.021 -0.876 2.885 -0.4 0.9 -0.1
C -0.017 -4.949 0.020 0.8 0.2 0.7
C 0.237 -3.629 0.579 -1.4 -2.9 -0.8
N 0.479 -2.517 0.738 0.0 -3.1 -0.5
H -0.322 -5.630 0.791 -0.3 -0.4 0.4
H 0.900 -5.349 -0.375 0.5 -0.3 -0.5
H -0.763 -4.943 -0.749 -0.4 0.3 -0.4
```
Forces are in eV/Å.

Values from the calculation:
- molecular weight (g/mol) = 241.22
- expectation value of S² = 8.79
- gap between HOMO and LUMO (alpha / beta) (eV) = 4.259 / 6.285
- ΔE to the lowest compared entry with this formula, charge and spin (kJ/mol) = 25.8
- HOMO (alpha / beta) (eV) = -3.53 / -7.71
- spin multiplicity = 6
- max |F| (eV/A) = 4.55

(2)
Below is a structure of composition C49H54FN5O2PS2SiSn, with properties calculated with the ωB97M-V functional and the def2-TZVPD basis.

The geometry in XYZ format:
```
116
Properties=species:S:1:pos:R:3:forces:R:3
Sn 0.154 0.279 -0.706 0.4 0.4 0.8
O 0.382 3.961 1.685 0.0 0.0 0.0
C 0.099 2.774 1.799 -0.1 -0.2 0.3
O -0.188 1.958 0.852 -0.1 -0.2 -0.3
C 0.009 2.180 3.229 0.1 -0.1 -0.5
P 0.434 0.385 3.287 0.2 0.1 0.2
C 0.150 0.096 5.091 -0.1 0.1 -0.1
C -0.945 -0.679 5.468 0.0 0.0 0.0
C -1.242 -0.888 6.810 0.0 0.0 0.0
C -0.442 -0.321 7.791 0.0 0.0 0.0
C 0.657 0.447 7.427 0.0 0.0 0.0
C 0.950 0.654 6.087 0.0 0.0 0.0
C 2.263 0.399 3.283 -0.2 0.0 -0.1
C 2.925 -0.797 3.845 -0.1 0.0 0.0
C 4.245 -0.952 3.842 0.1 0.0 0.0
C 5.166 -0.001 3.143 -0.1 0.0 0.0
C 4.447 1.159 2.404 -0.1 0.0 0.1
C 2.983 1.338 2.668 0.1 0.1 0.2
H -1.040 2.258 3.524 0.0 0.0 0.1
H 0.613 2.760 3.926 0.0 0.1 0.0
H -1.567 -1.121 4.698 0.0 0.0 0.0
H -2.096 -1.492 7.090 0.0 0.0 0.0
H -0.669 -0.481 8.838 0.0 0.0 0.0
H 1.287 0.888 8.190 0.0 0.0 0.0
H 1.811 1.248 5.802 0.0 0.0 0.0
H 2.290 -1.541 4.316 0.1 0.0 0.0
H 4.702 -1.814 4.316 -0.1 0.0 0.0
H 5.966 0.311 3.821 0.0 0.0 0.0
H 4.962 2.113 2.518 0.0 -0.1 0.0
H 2.522 2.226 2.256 -0.1 0.0 0.0
C -5.243 -1.910 -4.474 0.0 0.0 0.0
C -5.618 -0.573 -3.814 0.0 0.0 -0.1
C -5.720 0.493 -4.909 0.0 0.0 0.1
C -6.980 -0.697 -3.116 0.0 0.0 0.0
C -4.569 -0.210 -2.771 0.0 0.0 0.1
C -4.016 1.060 -2.660 0.0 0.0 0.0
C -3.018 1.279 -1.723 0.0 0.0 0.1
N -2.571 0.343 -0.898 0.1 0.1 0.0
C -3.130 -0.869 -0.952 -0.1 0.1 -0.1
C -4.124 -1.172 -1.870 0.0 0.0 0.0
C -2.591 -1.883 -0.004 0.0 0.0 0.0
C -3.256 -3.069 0.258 0.0 0.1 0.0
C -2.705 -4.016 1.115 0.0 0.1 0.1
C -1.482 -3.699 1.690 -0.1 0.0 0.0
C -0.886 -2.483 1.388 0.1 0.0 0.0
N -1.421 -1.590 0.569 0.2 0.1 -0.1
C -3.429 -5.333 1.354 0.0 -0.1 0.0
C -3.488 -6.095 0.021 0.0 0.0 0.0
C -2.715 -6.204 2.389 0.0 0.0 0.0
C -4.850 -5.055 1.864 0.0 0.0 0.0
H -5.859 -2.073 -5.361 0.0 0.0 0.0
H -5.394 -2.756 -3.803 0.0 0.0 0.0
H -4.194 -1.916 -4.772 0.0 0.0 0.0
H -6.422 0.159 -5.674 0.0 0.0 0.0
H -4.751 0.658 -5.384 0.0 0.0 0.0
H -6.084 1.443 -4.516 0.0 0.0 0.0
H -7.749 -0.985 -3.837 0.0 0.0 0.0
H -7.269 0.254 -2.665 0.0 0.0 0.0
H -6.949 -1.450 -2.327 0.0 0.0 0.0
H -4.322 1.873 -3.302 0.0 0.0 0.0
H -2.547 2.253 -1.623 0.0 0.0 0.0
H -4.508 -2.180 -1.926 0.0 0.0 0.0
H -4.206 -3.262 -0.221 0.0 0.0 0.0
H -0.974 -4.378 2.359 0.0 0.0 0.0
H 0.067 -2.207 1.826 0.0 0.0 0.0
H -2.484 -6.241 -0.380 0.0 0.0 0.0
H -4.057 -5.545 -0.729 0.0 0.0 0.0
H -3.954 -7.073 0.166 0.0 0.0 0.0
H -1.716 -6.488 2.054 0.0 0.0 0.0
H -3.289 -7.118 2.547 0.0 0.0 0.0
H -2.630 -5.689 3.349 0.0 0.0 0.0
H -5.438 -4.490 1.141 0.0 0.0 0.0
H -4.815 -4.484 2.794 0.0 0.0 0.0
H -5.367 -5.997 2.059 0.0 0.0 0.0
C 4.362 2.263 -2.278 -0.1 0.0 0.0
Si 3.219 2.440 -0.764 0.1 0.2 -0.5
C 1.725 3.481 -1.215 0.3 -0.1 0.1
C 4.197 3.607 0.369 0.0 -0.2 0.2
N 2.720 0.868 -0.263 -0.4 0.1 0.0
C 3.547 -0.025 0.318 0.0 -0.6 -0.1
C 4.782 0.487 1.029 0.2 -0.1 0.0
C 5.691 -0.545 1.767 -0.1 0.0 0.1
C 5.436 -1.990 1.481 0.2 0.0 0.0
C 4.307 -2.343 0.858 0.1 0.0 0.0
C 3.365 -1.377 0.381 -0.2 0.4 -0.1
F 2.225 -1.935 -0.187 -0.2 0.2 -0.1
H 4.278 3.130 -2.941 0.0 0.0 0.0
H 4.119 1.370 -2.860 0.0 0.0 0.0
H 5.410 2.180 -1.974 0.0 0.0 0.0
H 2.000 4.276 -1.914 0.0 0.0 0.0
H 1.325 3.934 -0.307 -0.1 0.0 -0.1
H 0.935 2.891 -1.666 -0.3 -0.1 -0.2
H 4.407 4.524 -0.189 -0.1 0.0 -0.1
H 5.152 3.201 0.708 0.0 0.1 -0.1
H 3.609 3.891 1.246 0.0 0.0 0.0
H 5.319 1.150 0.345 0.0 -0.1 0.0
H 6.750 -0.311 1.635 0.0 0.1 0.0
H 6.158 -2.725 1.815 0.0 -0.1 0.0
H 4.079 -3.386 0.665 0.0 0.0 0.0
S -1.983 -3.861 -3.147 -0.2 -0.3 -0.1
C -1.147 -2.536 -2.697 0.2 0.4 0.1
N -0.581 -1.567 -2.362 0.0 -0.4 -0.2
S 2.333 0.395 -5.466 0.0 0.0 0.0
C 1.512 0.094 -3.964 0.0 0.1 -0.1
N 0.541 0.883 -3.677 0.0 0.1 0.1
C 0.365 1.829 -4.673 0.2 0.0 -0.1
C -0.608 2.828 -4.681 0.0 0.0 0.1
C -0.646 3.716 -5.736 0.0 0.0 0.0
C 0.265 3.616 -6.794 0.0 0.0 0.0
C 1.224 2.623 -6.811 0.0 0.0 -0.1
C 1.267 1.732 -5.744 0.0 -0.1 0.1
H 1.813 -0.729 -3.334 0.0 -0.1 0.1
H -1.308 2.887 -3.858 0.0 0.0 0.0
H -1.388 4.504 -5.745 0.0 0.0 0.0
H 0.210 4.322 -7.613 0.0 0.0 0.0
H 1.926 2.543 -7.631 0.0 0.0 0.0
```
Forces are in eV/Å.

Values from the calculation:
- molecular weight (g/mol) = 1005.91
- gap between HOMO and LUMO (eV) = 5.919
- ΔE to the lowest compared entry with this formula, charge and spin (kJ/mol) = 244.1
- HOMO (eV) = -3.78
- spin multiplicity = 1
- max |F| (eV/A) = 0.98
- net charge = -1

(3)
Below is a structure of composition C2H5PSi at a distorted geometry, with properties calculated with the ωB97M-V functional and the def2-TZVPD basis.

The geometry in XYZ format:
```
9
Properties=species:S:1:pos:R:3:forces:R:3
C 0.003 0.299 0.787 0.0 0.2 -0.2
C 0.092 0.015 -0.742 0.0 -0.4 0.5
Si -1.435 -0.713 0.106 4.2 1.1 -0.5
P 1.461 -0.580 0.292 2.1 0.4 -0.7
H 0.316 1.245 1.209 -1.1 0.2 0.5
H 0.339 0.676 -1.552 -0.3 0.4 0.0
H -1.336 -2.111 -0.141 -0.6 -1.1 0.6
H -2.514 0.113 -0.062 -2.2 0.9 -0.3
H 3.075 1.057 0.103 -2.1 -1.7 0.2
```
Forces are in eV/Å.

Values from the calculation:
- molecular weight (g/mol) = 88.12
- gap between HOMO and LUMO (alpha / beta) (eV) = 7.903 / 7.906
- ΔE to the lowest compared entry with this formula, charge and spin (kJ/mol) = 236.0
- HOMO (alpha / beta) (eV) = -8.20 / -8.20
- spin multiplicity = 1
- max |F| (eV/A) = 4.32

(4)
Below is a cluster of 2 separate species, C5H14NS in total at a distorted geometry, with properties calculated with the ωB97M-V functional and the def2-TZVPD basis.

The geometry in XYZ format:
```
21
Properties=species:S:1:pos:R:3:forces:R:3
C 0.625 -2.535 0.031 -1.9 0.1 -0.1
C -0.145 -1.941 1.262 0.4 -0.1 0.3
S -1.401 -0.587 0.951 0.8 -0.3 0.0
C -0.720 0.785 1.980 -0.1 -0.6 -0.3
H 1.293 -3.329 0.425 -0.5 0.4 -0.6
H 1.229 -1.744 -0.455 -0.2 -0.5 0.2
H -0.158 -2.934 -0.722 1.6 0.4 1.1
H 0.623 -1.518 1.934 -0.5 -0.1 -0.1
H -0.693 -2.723 1.829 0.4 0.4 -0.5
H -0.439 0.366 2.956 -0.3 0.4 -0.2
H 0.177 1.169 1.491 -0.1 0.2 0.2
H -1.495 1.571 2.043 0.5 -0.5 0.2
C -0.870 1.911 -1.861 0.5 -0.2 -0.3
C 1.391 1.339 -1.196 -0.1 -1.7 -1.4
N 0.157 1.019 -1.293 0.6 -0.2 1.0
H -1.486 2.241 -1.003 0.0 -0.1 -0.8
H -1.412 1.275 -2.601 0.1 0.8 0.6
H -0.318 2.755 -2.362 -0.9 -0.8 0.5
H 1.737 2.230 -1.717 0.1 0.1 0.5
H 2.094 0.524 -0.913 -0.4 1.0 0.4
H -0.189 0.126 -0.779 0.0 1.1 -0.5
```
Forces are in eV/Å.

Values from the calculation:
- molecular weight (g/mol) = 120.24
- gap between HOMO and LUMO (eV) = 7.951
- ΔE to the lowest compared entry with this formula, charge and spin (kJ/mol) = 151.0
- HOMO (eV) = -12.76
- spin multiplicity = 1
- max |F| (eV/A) = 2.22
- net charge = +1

(5)
Below is a structure of composition C29H25ClIN6O6Ti at a distorted geometry, with properties calculated with the ωB97M-V functional and the def2-TZVPD basis.

The geometry in XYZ format:
```
69
Properties=species:S:1:pos:R:3:forces:R:3
Ti -0.424 -0.566 -0.499 0.6 -0.3 0.0
C -2.224 -0.780 3.604 0.0 0.0 -0.1
C -0.739 -0.569 3.614 0.2 0.0 0.2
N -0.172 -0.177 4.764 0.0 0.0 0.0
C 1.144 0.048 4.737 0.1 0.0 0.1
C 1.963 -0.121 3.640 0.0 -0.1 -0.1
C 3.384 0.333 3.713 0.0 0.0 0.0
O 3.571 1.587 3.013 0.0 0.0 0.0
C 1.399 -0.604 2.418 -0.1 0.1 0.3
C 2.178 -0.870 1.275 0.1 0.1 0.3
N 1.694 -1.293 0.087 -0.8 0.2 -0.3
C 2.622 -1.755 -0.829 0.0 0.0 -0.2
C 3.825 -1.089 -1.112 -0.1 0.0 0.0
C 4.701 -1.556 -2.074 0.0 0.0 0.0
C 4.411 -2.707 -2.793 0.0 0.0 0.0
C 3.237 -3.396 -2.523 0.0 -0.1 0.0
C 2.367 -2.933 -1.551 0.2 0.2 0.0
I 0.660 -4.037 -1.101 -0.1 0.0 -0.1
C -0.013 -0.787 2.442 -0.2 0.0 -0.5
O -0.661 -1.145 1.339 0.0 -0.2 0.7
H -2.655 -0.359 4.511 0.0 0.0 0.0
H -2.683 -0.324 2.724 0.0 0.0 0.0
H -2.468 -1.846 3.560 0.0 0.0 0.0
H 1.590 0.400 5.666 0.0 0.0 0.0
H 3.692 0.455 4.756 0.0 0.0 0.0
H 4.081 -0.359 3.240 0.0 0.0 0.0
H 3.023 2.226 3.482 0.0 0.0 0.0
H 3.258 -0.839 1.398 0.0 0.0 0.0
H 4.039 -0.167 -0.585 0.0 0.0 0.0
H 5.610 -1.003 -2.275 0.0 0.0 0.0
H 5.087 -3.069 -3.556 0.0 0.0 0.0
H 2.998 -4.303 -3.062 0.0 0.0 0.0
O -2.986 4.424 0.878 0.4 0.8 0.7
C -1.758 4.527 1.367 -0.7 0.0 0.3
O -1.399 5.469 2.036 0.2 0.1 -0.1
C -0.871 3.378 1.103 0.4 0.2 0.0
C 0.417 3.253 1.587 0.0 0.0 0.0
N 0.908 2.091 1.132 -0.3 -0.2 -0.2
N 0.006 1.445 0.380 0.1 0.1 0.1
C -1.069 2.215 0.347 -0.2 -0.3 -0.2
C -2.241 1.698 -0.444 0.5 0.4 0.1
O -3.265 2.385 -0.498 -0.1 -0.8 -0.3
O -2.026 0.579 -1.010 -0.2 0.0 0.3
H -3.115 3.554 0.403 -0.2 -0.1 -0.5
H 0.985 3.916 2.214 0.0 0.0 0.0
H 1.777 1.621 1.370 0.0 0.0 0.0
Cl -1.476 -1.653 -3.388 0.0 0.0 -0.2
C -1.241 -0.010 -3.951 0.0 -0.1 0.0
C -2.121 0.499 -4.883 0.0 0.1 0.0
C -1.996 1.824 -5.279 0.0 0.0 0.0
C -0.989 2.601 -4.723 0.0 0.0 0.0
C -0.112 2.058 -3.799 0.0 0.0 0.0
C -0.198 0.724 -3.378 0.0 0.0 0.1
C 0.683 0.152 -2.351 0.0 -0.4 0.0
H -2.909 -0.131 -5.272 0.0 0.0 0.0
H -2.686 2.242 -5.999 0.0 0.0 0.0
H -0.883 3.640 -5.011 0.0 0.0 0.0
H 0.674 2.676 -3.378 0.0 0.0 0.0
H 1.485 0.851 -2.102 0.0 0.0 0.1
H 1.139 -0.777 -2.714 0.0 0.1 -0.1
N -3.867 -3.354 0.985 0.1 0.0 0.0
C -4.670 -2.406 0.389 0.0 0.0 0.0
C -3.840 -1.672 -0.402 -0.1 -0.1 -0.1
N -2.558 -2.152 -0.299 0.4 0.3 -0.2
C -2.605 -3.150 0.542 0.0 0.0 0.1
H -4.148 -4.036 1.665 0.0 0.0 0.0
H -5.724 -2.341 0.588 0.0 0.0 0.0
H -4.060 -0.822 -1.024 0.0 0.0 0.0
H -1.756 -3.712 0.895 0.0 0.0 0.0
```
Forces are in eV/Å.

Values from the calculation:
- molecular weight (g/mol) = 763.78
- expectation value of S² = 2.03
- gap between HOMO and LUMO (alpha / beta) (eV) = 5.068 / 6.830
- ΔE to the lowest compared entry with this formula, charge and spin (kJ/mol) = 94.6
- HOMO (alpha / beta) (eV) = -2.96 / -4.73
- spin multiplicity = 3
- max |F| (eV/A) = 1.10
- net charge = -1

(6)
Below is a cluster of 8 separate species, C37H39FN6O in total at a distorted geometry, with properties calculated with the ωB97M-V functional and the def2-TZVPD basis.

The geometry in XYZ format:
```
84
Properties=species:S:1:pos:R:3:forces:R:3
N -1.947 -3.680 6.676 -4.5 0.9 1.0
C -3.120 -2.883 6.528 2.7 -0.8 -1.0
C -3.158 -1.779 5.648 -2.0 -0.4 1.1
C -2.118 -1.537 4.850 4.5 -1.1 -0.4
C -0.964 -2.297 5.113 0.8 0.6 -1.7
C -0.895 -3.350 5.990 -0.2 0.9 0.1
H -4.031 -3.241 6.985 0.2 0.0 0.5
H -3.950 -1.063 5.481 -0.9 -0.5 0.6
H -1.941 -0.830 4.053 -0.9 0.5 0.2
H -0.081 -2.084 4.529 0.2 0.1 -0.1
H 0.010 -3.900 6.202 0.2 -0.1 -0.3
N 1.780 2.303 -0.281 0.1 -1.9 0.2
C 1.978 3.573 -0.713 0.3 0.5 -0.1
C 3.172 4.272 -0.598 -3.3 0.0 -0.7
C 4.216 3.655 0.017 2.2 0.0 1.0
C 4.081 2.305 0.444 0.0 -0.2 -0.5
C 2.915 1.637 0.209 -0.1 1.4 0.1
H 1.086 3.995 -1.151 0.0 0.5 -0.2
H 3.153 5.309 -0.900 0.3 0.1 -0.2
H 5.106 4.255 0.141 0.4 -0.4 0.3
H 4.927 1.785 0.869 0.1 -0.1 0.1
H 2.814 0.591 0.461 -0.1 -0.2 0.1
N 3.541 -3.487 3.023 -0.6 -0.1 -0.4
C 2.602 -2.794 2.333 0.9 -1.1 0.7
C 2.343 -2.993 0.987 -0.2 0.2 -0.2
C 2.977 -4.035 0.351 1.7 -2.1 0.4
C 3.918 -4.823 1.062 -1.0 0.7 1.0
C 4.168 -4.494 2.391 -0.1 1.4 -0.5
H 1.984 -2.131 2.920 0.2 0.4 0.0
H 1.654 -2.334 0.480 -0.2 0.0 -0.1
H 2.848 -4.424 -0.648 -0.6 0.8 -0.4
H 4.377 -5.745 0.736 0.0 0.2 -0.7
H 4.992 -4.967 2.903 -0.1 -0.2 0.4
N -1.279 3.150 1.583 1.3 2.7 0.9
C -1.414 3.990 0.505 0.6 -0.3 1.0
C -1.207 5.373 0.524 0.6 -0.3 2.5
C -0.793 5.901 1.776 -0.6 0.5 -1.4
C -0.555 5.117 2.888 -0.1 -0.4 -0.7
C -0.765 3.759 2.756 -1.5 -1.3 -2.3
H -1.600 3.572 -0.473 -0.4 -0.5 0.2
H -1.326 5.998 -0.349 0.0 -0.1 0.0
H -0.666 6.966 1.898 0.1 0.2 -0.2
H -0.187 5.595 3.783 0.0 -0.3 0.2
H -0.589 3.076 3.573 0.0 -0.1 0.0
N 2.497 0.822 -4.557 1.5 -1.5 0.7
C 2.426 0.297 -3.285 0.0 -0.6 -2.1
C 2.907 -0.990 -2.985 0.9 0.6 -1.1
C 3.618 -1.675 -3.981 -0.7 0.1 1.2
C 3.737 -1.157 -5.264 0.4 -0.4 0.7
C 3.232 0.094 -5.495 -2.7 1.0 1.3
H 1.891 0.826 -2.510 -0.1 0.5 -0.1
H 2.796 -1.402 -1.992 0.0 0.1 0.1
H 4.045 -2.626 -3.698 0.0 -0.2 -0.3
H 4.190 -1.764 -6.034 0.2 0.2 -0.2
H 3.136 0.459 -6.507 0.4 0.4 -0.1
N -3.088 -5.123 -0.540 -1.8 0.8 -1.0
C -2.868 -3.858 -0.982 0.4 -0.2 -0.5
C -3.710 -3.097 -1.798 -0.8 -1.1 1.1
C -5.013 -3.609 -1.935 0.1 1.8 -1.5
C -5.313 -4.865 -1.556 0.9 -1.2 1.0
C -4.309 -5.580 -0.910 0.1 -0.2 0.7
H -1.934 -3.392 -0.703 0.3 -0.3 0.1
H -3.365 -2.155 -2.199 -0.2 0.1 0.2
H -5.828 -3.077 -2.403 0.2 0.6 -0.3
H -6.269 -5.346 -1.701 -0.1 0.2 0.0
H -4.667 -6.553 -0.607 0.8 -0.5 0.3
C -0.804 -0.196 0.583 0.7 0.5 0.4
O 0.410 -0.101 -0.146 -1.1 -2.2 -0.1
H -1.327 -1.146 0.472 0.1 -0.1 -0.8
H -0.603 -0.196 1.655 0.1 0.4 0.4
H -1.446 0.659 0.370 -0.3 -0.1 0.0
H 0.751 0.795 -0.100 0.4 1.7 -0.1
F -0.752 4.876 -4.664 -0.2 0.2 0.2
C -1.334 4.027 -3.786 1.2 -2.2 -0.1
C -2.672 4.160 -3.466 1.4 0.4 -0.8
C -3.241 3.183 -2.698 -1.2 -0.1 0.6
C -2.565 2.074 -2.174 0.7 0.6 -0.7
C -1.230 1.905 -2.534 0.8 1.9 -1.4
C -0.587 2.893 -3.407 -2.0 -0.5 1.1
H -3.161 4.990 -3.954 -0.6 0.0 0.4
H -4.292 3.352 -2.515 -0.2 -0.4 0.3
H -3.063 1.381 -1.512 0.0 -0.1 0.0
H -0.637 1.074 -2.182 0.0 -0.1 0.0
H 0.383 2.733 -3.854 0.2 0.0 0.3
```
Forces are in eV/Å.

Values from the calculation:
- molecular weight (g/mol) = 602.76
- expectation value of S² = 0.76
- gap between HOMO and LUMO (alpha / beta) (eV) = 2.526 / 7.220
- HOMO (alpha / beta) (eV) = -0.25 / -4.94
- spin multiplicity = 2
- max |F| (eV/A) = 4.71
- net charge = -1